The following is a quantum chemistry calculation of C5H14N2 as an isolated structure in a non-equilibrium geometry, from the OMol25 dataset.

Geometry as XYZ:
```
21
Properties=species:S:1:pos:R:3:mulliken_charge:R:1
C -0.079 1.026 -3.318 -0.783
N 0.361 0.967 -0.002 -0.764
C 0.011 0.462 1.211 0.334
C -0.163 -1.045 1.452 -0.329
C -0.512 -1.643 0.101 -1.006
N 0.397 -1.331 -1.100 -0.586
C 0.026 1.514 2.322 -1.127
H -1.135 1.178 -3.422 0.228
H 0.095 -0.039 -3.549 0.219
H 0.517 1.683 -3.978 0.288
H 0.165 1.214 -2.230 0.123
H -0.743 0.611 0.116 0.448
H -0.904 -1.162 2.257 0.325
H 0.786 -1.505 1.753 0.294
H -1.587 -1.552 -0.042 0.329
H -0.356 -2.720 0.244 0.408
H 1.298 -1.858 -0.914 0.246
H 0.742 -0.357 -0.991 0.457
H 0.016 2.559 1.959 0.294
H -0.838 1.283 2.952 0.323
H 0.934 1.326 2.949 0.280
```

## Properties
Total charge: 0
LUMO in eV: 0.5
E_tot in eV: -8387.70989
Relative energy (zero: lowest compared OMol25 entry of this formula, charge and spin) in kJ/mol: 473.65